Entry 1:
Computed, not measured: a structure of composition C3H6CoO3, with ωB97M-V/def2-TZVPD.

Structure (XYZ):
```
13
Properties=species:S:1:pos:R:3:forces:R:3
H -0.097 1.470 -0.107 1.7562 -0.5274 -0.3452
O 0.921 -1.337 -0.022 1.1799 -0.0074 0.3305
C 0.209 -0.374 0.243 -4.1914 -0.1532 -0.4389
O 0.667 0.788 -0.230 -0.5142 2.6061 0.3322
Co 2.315 -0.126 -0.777 0.8424 -0.6623 -0.3378
O -0.999 -0.229 0.664 2.5439 -0.7090 1.3496
C -2.132 -0.457 -0.243 -1.5935 -0.7935 -0.8994
C -3.137 0.631 0.015 -0.1382 0.2219 -0.0798
H -2.519 -1.456 -0.019 0.2414 0.2374 -0.0114
H -1.730 -0.427 -1.262 -0.1043 -0.1265 0.0857
H -3.144 0.918 1.073 -0.1120 -0.1780 -0.2317
H -4.130 0.244 -0.248 0.2058 0.2083 0.0508
H -2.934 1.515 -0.602 -0.1158 -0.1166 0.1954
```
Forces are in eV/Å.

charge: +2
multiplicity: 4
highest occupied orbital energy (spin up / spin down): -19.823 / -19.823 eV
energy relative to the best compared isomer or geometry (same formula, charge and spin): 9.82 kJ/mol

Entry 2:
Computed, not measured: a structure of composition C27H26Cl16F2N4S2, with ωB97M-V/def2-TZVPD.

Structure (XYZ):
```
77
Properties=species:S:1:pos:R:3:forces:R:3
C 2.671 -2.093 0.060 0.6562 0.0981 0.2048
C 3.021 -0.905 -0.533 -0.9423 0.0085 -0.3464
C 1.963 0.157 -0.776 -0.1023 -0.4740 -0.7285
C 1.558 0.958 0.358 0.1393 -0.8519 -0.1833
C 2.143 0.790 1.763 -0.1525 0.9093 -0.4562
C 2.834 2.148 2.156 -0.5144 -0.6805 0.2932
C 0.592 1.906 0.162 0.0185 -0.0038 0.1309
C -0.025 2.123 -1.099 -0.2009 0.2347 0.3841
N -1.009 3.065 -1.196 0.0428 -0.3645 -0.7270
C -1.553 3.179 -2.386 0.0013 0.0675 0.2414
C -2.687 4.205 -2.485 0.6567 0.1422 0.4349
C -3.884 3.889 -1.543 -0.6482 0.2277 -1.0399
C -4.159 2.383 -1.332 -0.2634 -0.1021 1.0992
S -5.983 2.054 -1.436 -0.0367 -0.1760 -0.4798
C -5.982 0.283 -1.799 0.3498 0.0190 0.2471
S -6.354 -0.347 -3.235 0.0555 0.1885 0.0362
N -5.598 -0.535 -0.720 0.2319 0.1057 0.4857
C -5.980 -0.408 0.608 -0.5711 0.8581 0.7748
C -5.371 -1.386 1.323 0.0866 0.1044 -0.9090
N -4.566 -2.135 0.448 -0.4025 0.2952 1.0889
C -4.734 -1.607 -0.717 0.7267 -1.0274 -0.8321
C -1.103 2.387 -3.506 -0.8645 0.4007 -1.4838
C -1.782 2.601 -4.868 0.0879 -0.3821 0.0150
C -3.157 1.886 -4.948 0.5290 0.4794 0.0299
F -3.099 0.742 -4.141 -0.3412 0.2158 -0.2766
N -0.159 1.472 -3.474 -0.8403 1.3002 1.6001
C 0.357 1.354 -2.212 1.3875 -1.2918 0.2333
C 1.375 0.362 -1.999 0.5599 -0.1368 -0.7850
C 1.795 -0.528 -3.166 -1.2548 0.3783 -0.5297
C 0.758 -1.680 -3.268 0.6565 -0.0331 0.7170
F 1.377 -2.847 -3.742 -0.2793 0.3540 -0.1743
H 2.037 -2.848 -0.421 -1.4509 1.1071 0.9061
H 3.075 -2.346 1.055 1.3225 -0.9419 -1.2179
H 4.046 -0.690 -0.872 0.1071 0.6776 1.7803
H 2.838 -0.052 1.837 -0.2133 0.2888 -0.1146
H 1.285 0.594 2.428 0.4583 -0.0282 -0.0409
H 2.110 2.753 2.723 0.3645 -0.0066 -0.2250
H 3.116 2.700 1.248 0.1375 -0.1619 0.4221
H 3.703 1.958 2.799 -0.2005 0.2303 -0.2096
H 0.275 2.490 1.028 -0.1228 0.0147 -0.4284
H -3.010 4.398 -3.513 0.0077 -0.3008 0.2702
H -2.233 5.147 -2.129 -0.2474 -0.2646 -0.2179
H -4.784 4.308 -2.034 0.3849 0.0163 0.2273
H -3.767 4.459 -0.614 0.0018 -0.5842 -0.0438
H -3.884 2.127 -0.297 0.2875 -0.2689 -0.5759
H -3.685 1.719 -2.066 0.0188 0.2984 0.2509
H -6.664 0.371 0.935 0.2340 -0.2529 -0.2477
H -5.486 -1.564 2.387 0.2078 -0.1699 -0.3431
H -4.201 -2.021 -1.580 -0.7061 0.8612 0.5587
H -1.923 3.673 -5.071 0.0811 -0.3549 -0.0483
H -1.112 2.186 -5.634 -0.1690 0.1367 0.2851
H -3.958 2.557 -4.595 0.1175 -0.4924 0.1332
H -3.390 1.576 -5.976 0.0815 0.0200 0.3469
H 2.819 -0.909 -3.078 -0.3651 -0.0378 0.2127
H 1.699 0.050 -4.099 0.3517 -0.1697 0.3295
H 0.385 -1.917 -2.258 0.0274 -0.0112 -0.3331
H -0.094 -1.409 -3.908 0.3240 -0.1730 0.0430
C 7.225 1.981 3.545 0.0186 0.0479 -0.0229
Cl 6.460 1.600 1.998 0.0749 0.0026 0.0020
Cl 6.483 3.431 4.232 0.0190 -0.0786 -0.0329
Cl 6.991 0.617 4.651 0.5423 0.8032 -0.1185
Cl 8.953 2.260 3.301 -0.0940 -0.0300 0.0233
C 4.633 -3.139 5.358 -0.0006 -0.0299 0.1211
Cl 3.962 -3.176 6.992 -0.0367 0.0912 -0.1920
Cl 5.556 -1.643 5.127 -0.6043 -0.7970 0.0099
Cl 5.701 -4.532 5.130 -0.0448 0.0585 0.0112
Cl 3.318 -3.205 4.176 0.0638 0.0189 0.0361
C -2.618 -4.143 -3.526 0.0569 -0.0470 -0.0333
Cl -1.736 -4.159 -1.993 -0.0732 0.0101 -0.0482
Cl -3.543 -5.642 -3.691 0.0298 0.0740 0.0216
Cl -3.728 -2.763 -3.546 0.2202 -0.3149 -0.7094
Cl -1.476 -4.004 -4.866 -0.0631 -0.0108 0.0469
C 4.274 -5.254 10.504 0.0475 -0.0458 -0.0112
Cl 5.037 -5.271 12.099 -0.0455 0.0122 -0.0675
Cl 3.342 -6.740 10.280 0.0331 0.0771 0.0062
Cl 3.192 -3.857 10.383 0.0329 -0.0416 0.0084
Cl 5.518 -5.145 9.254 0.0110 -0.0956 0.1642
```
Forces are in eV/Å.

highest occupied orbital energy: -8.192 eV

no.,M (g/mol)
1,149.01
2,1075.91